Entry one
# C8H38O15

C8H38O15 as an isolated structure (ωB97M-V with the def2-TZVPD basis set, OMol25).

Summary:
- HOMO level (eV) = -8.49
- Kohn-Sham gap (eV) = 7.927

Last column: Mulliken charge in e.
CARTESIAN COORDINATES (ANGSTROEM)
H: -22.85654 -20.65957 23.81841  0.3391
O: -20.40415 -19.72139 19.96663  -0.8962
O: -19.79674 -19.96918 23.06842  -0.5723
H: -20.62286 -24.40417 18.97806  0.3099
H: -18.82814 -23.31901 21.93332  0.6199
C: -21.40853 -26.44372 22.45584  -0.6130
O: -18.92519 -21.91067 21.91517  -0.6003
H: -22.19938 -20.74223 22.14359  0.1638
H: -19.48447 -21.47445 19.93433  -0.2335
C: -17.96947 -21.12778 23.86743  -0.1861
H: -19.62507 -19.26981 22.43359  0.4496
H: -17.03298 -21.45368 25.61224  0.3618
H: -19.23415 -19.80406 25.10029  0.3535
O: -22.57052 -21.50129 23.46352  -0.8251
H: -21.41301 -24.26660 20.26206  0.4894
H: -21.32764 -19.62962 17.00579  0.2776
O: -16.80846 -21.15801 24.72694  -0.6460
H: -22.49805 -25.38125 23.70531  0.2999
H: -22.27017 -26.18819 21.83908  0.2937
H: -21.34172 -22.66829 21.95053  1.3086
H: -17.53693 -21.13866 22.86698  0.1250
H: -17.90088 -22.95645 18.72863  0.3075
H: -20.24116 -26.65518 20.78889  0.4017
H: -19.59712 -23.11974 20.32522  2.8875
C: -19.54365 -20.86853 17.62566  -0.0065
H: -24.22446 -22.33566 21.76575  0.3871
C: -19.70688 -22.13261 20.77424  -3.8260
H: -21.76175 -22.21005 20.33849  0.4914
H: -19.80183 -19.18905 16.28676  0.3616
H: -20.25922 -24.11572 21.99826  0.1132
H: -19.16241 -21.03103 22.21775  1.1323
O: -23.45657 -21.77922 21.63564  -0.6347
H: -20.81425 -20.17271 14.74076  0.2937
H: -18.54993 -22.01669 24.11444  0.3679
O: -21.35786 -20.66591 21.68792  -0.3852
H: -19.31308 -26.00338 22.28569  0.2884
C: -21.06951 -21.98171 21.14890  -0.4105
C: -20.39517 -20.04085 16.61916  -0.6467
H: -18.10090 -22.17808 20.01160  0.1484
H: -20.15502 -20.71000 23.95761  0.7158
H: -23.81461 -20.93991 21.34650  0.3209
O: -18.53850 -24.10119 22.40294  -0.7176
O: -20.81183 -21.11179 24.52630  -1.0208
H: -19.60934 -22.36788 18.85163  0.2152
H: -18.68375 -21.16617 17.02559  0.1910
H: -23.14131 -21.65033 22.70972  0.4857
H: -21.48364 -27.49341 22.73976  0.3832
H: -19.52917 -19.85134 20.33236  0.3611
H: -20.99282 -19.80666 20.71658  0.3974
H: -19.31363 -20.32655 18.54296  0.2083
O: -20.75018 -20.82306 15.44399  -0.5151
C: -18.81435 -19.84009 24.09502  -0.8236
O: -18.44862 -22.27919 19.12554  -0.6466
H: -17.74227 -23.82687 22.85791  0.4080
H: -21.61438 -21.10995 24.00462  0.3563
O: -21.43640 -24.04420 19.33135  -0.7070
C: -20.18625 -25.96916 21.63415  -0.5450
H: -18.23405 -18.93433 23.91907  0.3845
O: -20.14813 -22.10188 18.10294  -0.7433
O: -21.61968 -25.76109 23.62924  -0.5178
O: -20.37035 -24.61545 21.18615  -0.2813

Entry two
# C8H38O15

C8H38O15 as an isolated structure (ωB97M-V with the def2-TZVPD basis set, OMol25).

Summary:
- HOMO level (eV) = -7.91
- Kohn-Sham gap (eV) = 7.871

Last column: Mulliken charge in e.
CARTESIAN COORDINATES (ANGSTROEM)
H: -0.80681 5.69984 -29.40108  0.3550
H: -2.02674 3.34313 -29.64042  0.2854
H: -0.18667 9.98855 -28.09319  0.4363
H: -0.66024 6.57288 -23.78945  0.3626
H: -1.64888 5.58468 -26.63325  0.7254
O: 0.20430 3.45614 -25.68270  -0.8722
O: -1.03145 5.69452 -23.90025  -0.7421
H: 0.04675 3.90026 -26.51587  0.0306
H: -2.33432 5.98314 -24.16111  0.5730
C: 0.40210 8.06235 -27.47316  0.4068
H: -0.87618 5.36686 -25.34975  0.2421
C: -3.03933 8.39006 -29.14760  -1.3949
O: -1.54964 4.41302 -27.91234  -0.9158
H: -3.18743 4.60946 -29.13111  0.3323
O: -2.71125 1.55718 -27.94364  -0.5814
H: 1.74349 4.77969 -24.28215  0.0630
O: -0.32259 7.90536 -25.01992  -0.9265
H: -1.73539 5.50466 -28.22144  -0.8616
C: -0.23226 4.70196 -23.16456  -0.6235
C: 0.32265 9.52568 -27.24794  -0.9828
H: 1.30493 9.99316 -27.17948  0.4238
C: -2.54849 3.79262 -28.79553  -0.5662
H: -0.64583 3.83787 -23.68458  0.2889
H: -1.78359 1.69302 -27.73723  0.3578
H: -2.06927 4.18135 -25.77324  0.0202
H: 1.91349 4.40628 -22.58263  0.4946
O: -2.64197 4.73878 -25.24643  -0.5355
H: -1.05681 8.48860 -28.93948  0.3164
H: -2.94798 7.45090 -29.69325  0.1226
H: 0.11866 7.92969 -28.51726  0.4391
O: 0.51855 4.85947 -27.22643  -0.9115
O: -0.53186 9.78074 -26.11835  -0.4005
H: 1.96219 7.53966 -26.24735  0.3628
H: 0.49653 5.25395 -28.09829  0.4603
H: -0.35947 7.47086 -26.96498  -0.3928
H: -3.13575 4.12727 -24.70012  0.3216
H: -0.46444 4.64888 -22.10090  0.3753
O: -1.51076 6.12709 -28.91308  -0.5508
H: -0.54185 10.72590 -25.95054  0.3146
H: 2.35894 6.52601 -22.62260  0.3022
O: 1.54428 6.35042 -23.09915  -0.5273
H: -1.94983 9.50005 -27.72054  0.8582
H: -3.52922 3.04073 -27.03994  0.1367
H: -0.79297 3.82612 -27.98025  0.5489
H: -3.01331 9.05703 -30.00932  0.4912
O: -0.88609 5.89706 -26.14663  0.6909
H: -0.12782 8.73476 -25.45623  0.7288
O: -1.73663 7.42056 -27.43544  -0.9468
C: -1.88416 8.53956 -28.23166  -0.6072
C: 1.29421 4.94163 -23.30234  -0.2823
H: -0.73706 7.36984 -25.69644  0.6869
H: -3.47645 6.61836 -24.92526  0.2690
H: -4.49065 9.27027 -28.45690  0.3562
O: 1.72094 7.62947 -27.17219  -0.7229
C: -3.39466 2.75888 -28.08423  -0.2582
H: -0.00513 5.44847 -26.68324  0.3663
O: -4.27976 8.33472 -28.50017  -0.5354
H: -4.33643 2.73611 -28.63255  0.4023
O: -2.92191 6.73874 -24.15440  -0.7806
H: -1.70550 6.63014 -27.97938  1.6626
H: 1.09054 3.71913 -25.43439  0.3084

Energies relative to the minimum, kcal/mol: entry one 19.3; entry two 0.0